Entry 1:
Entry from OMol25: a cluster of 7 separate species, C30H64NO7S in total (ωB97M-V/def2-TZVPD).

```
103
Properties=species:S:1:pos:R:3
C 1.6182 2.0093 1.0059
O 1.6451 0.8756 0.1683
C 0.8672 -0.2084 0.6510
C -0.1293 -0.6255 -0.4339
C -1.5920 -0.3950 -0.0314
S -2.0630 1.2522 -0.6412
C -3.0849 2.0558 0.6036
C -4.5243 1.5323 0.6007
N -4.5920 0.0825 0.5462
H 0.5836 2.3662 1.1223
H 2.0337 1.8178 1.9998
H 2.1909 2.7992 0.5258
H 1.5128 -1.0431 0.9268
H 0.3352 0.1122 1.5558
H -0.0222 -1.6827 -0.6830
H 0.1335 -0.0750 -1.3413
H -1.7477 -0.3881 1.0457
H -2.2973 -1.0982 -0.4631
H -0.9097 1.8612 -0.3145
H -2.5909 1.9652 1.5704
H -3.0941 3.1062 0.3064
H -4.9574 1.8960 1.5339
H -5.0768 2.0265 -0.2039
H -4.8477 -0.2478 -0.3761
H -5.2758 -0.2992 1.1836
C 0.4647 5.6457 -3.0227
C 0.5539 4.1709 -3.4225
C 0.5764 3.5060 -2.0549
O -0.2132 4.3169 -1.1867
C -0.4641 5.5850 -1.8164
H 0.0786 6.2875 -3.8123
H 1.4469 6.0184 -2.7288
H -0.3346 3.8736 -3.9834
H 1.4319 3.9303 -4.0183
H 1.5955 3.4165 -1.6699
H 0.1427 2.5018 -2.0738
H -1.5135 5.6311 -2.1245
H -0.2823 6.3726 -1.0860
C -8.3168 0.8958 -1.6569
C -8.5125 -0.2633 -2.6336
C -7.4516 -1.2467 -2.1577
O -7.3239 -1.0433 -0.7450
C -8.0168 0.1482 -0.3646
H -9.1854 1.5461 -1.5703
H -7.4617 1.5071 -1.9572
H -9.5083 -0.6925 -2.5149
H -8.3840 0.0166 -3.6776
H -6.4871 -1.0501 -2.6413
H -7.7157 -2.2890 -2.3337
H -8.9369 -0.1168 0.1641
H -7.3809 0.7132 0.3209
C 4.0949 -2.3207 1.3355
C 5.2471 -3.3244 1.3611
C 5.1896 -3.8188 2.8026
O 3.8118 -3.7569 3.1897
C 3.0754 -3.0140 2.2270
H 3.7100 -2.1269 0.3353
H 4.4086 -1.3730 1.7808
H 5.0446 -4.1459 0.6710
H 6.2122 -2.8909 1.1041
H 5.7754 -3.1725 3.4654
H 5.5440 -4.8437 2.9201
H 2.4520 -3.7017 1.6420
H 2.4183 -2.3170 2.7546
C -4.8354 7.2600 -1.4085
C -3.3557 6.9701 -1.1528
C -3.4493 5.7917 -0.1952
O -4.6307 5.0672 -0.5452
C -5.4218 5.8547 -1.4507
H -5.0169 7.8127 -2.3284
H -5.2611 7.8262 -0.5789
H -2.8645 6.6713 -2.0820
H -2.8077 7.8101 -0.7297
H -3.5269 6.1268 0.8440
H -2.5882 5.1207 -0.2749
H -5.3545 5.4239 -2.4543
H -6.4598 5.8109 -1.1221
C 6.2790 -7.3792 6.2420
C 6.9419 -6.0030 6.2967
C 7.7959 -6.0289 5.0349
O 7.0861 -6.8325 4.0920
C 6.0265 -7.5328 4.7472
H 5.3641 -7.4469 6.8286
H 6.9700 -8.1475 6.5932
H 6.1867 -5.2171 6.2295
H 7.5316 -5.8365 7.1969
H 8.7763 -6.4769 5.2263
H 7.9486 -5.0390 4.6009
H 5.0668 -7.0874 4.4620
H 6.0395 -8.5701 4.4112
C 4.1485 -1.6579 -3.3951
C 3.9412 -3.0097 -4.0809
C 3.4729 -3.8745 -2.9170
O 2.7564 -2.9974 -2.0383
C 2.9876 -1.6420 -2.4102
H 4.1304 -0.8114 -4.0798
H 5.0994 -1.6452 -2.8595
H 3.1602 -2.9352 -4.8399
H 4.8404 -3.4003 -4.5538
H 4.3217 -4.3056 -2.3774
H 2.8065 -4.6832 -3.2160
H 2.0776 -1.2350 -2.8704
H 3.2081 -1.0641 -1.5098
```

Properties
Kohn-Sham gap, eV: 8.261
2S+1: 1
Charge: +1
DFT total energy, eV: -58796.147

Here are the Mulliken charges for atoms 1 to 6, given in e: C -0.735; O -0.330; C 0.221; C -0.783; C -0.736; S 0.211

Entry 2:
Entry from OMol25: a structure of composition C30H64NiO8P2Si4Te (ωB97M-V/def2-TZVPD).

```
110
Properties=species:S:1:pos:R:3
Ni -0.0748 0.5219 0.1293
C -2.3615 -2.2247 2.4854
C -1.2126 -1.3304 2.0940
O -1.4637 -0.4996 1.2186
C 0.1078 -1.4989 2.7056
C 0.2032 -2.0012 4.0152
C 1.4084 -2.1553 4.6581
C 2.5811 -1.8282 3.9721
C 2.5298 -1.3419 2.6883
C 1.3029 -1.1371 2.0159
O 1.3333 -0.6805 0.7969
H -2.4841 -2.9310 1.6604
H -3.2709 -1.6303 2.5467
H -2.2125 -2.7970 3.3940
H -0.7020 -2.2432 4.5549
H 1.4457 -2.5181 5.6756
H 3.5414 -1.9474 4.4596
H 3.4349 -1.0691 2.1585
C -1.0011 -2.5737 -5.4323
C -0.9860 -1.6751 -4.2176
C -1.2089 -0.2143 -4.5416
O 0.3422 -1.8194 -3.6161
P 0.5302 -1.7114 -2.0488
O -0.5285 -0.9167 -1.3925
C 2.1785 -1.0115 -1.9202
P 2.1671 0.7813 -2.1040
O 1.0319 1.4055 -1.3914
O 2.0912 1.1157 -3.6340
C 3.2052 0.9277 -4.5534
C 2.6443 0.2447 -5.7810
C 3.8167 2.2817 -4.8318
O 3.6155 1.2471 -1.7120
C 4.2483 1.1241 -0.3907
C 5.6592 1.6278 -0.5908
C 3.4875 1.9015 0.6584
O 0.5295 -3.1681 -1.4590
C 1.4932 -4.2484 -1.5581
C 1.9179 -4.4971 -2.9906
C 2.6541 -4.0159 -0.6088
H -1.9738 -2.5207 -5.9217
H -0.8104 -3.6102 -5.1544
H -0.2396 -2.2553 -6.1463
H -1.7200 -2.0117 -3.4833
H -0.4687 0.1266 -5.2669
H -1.1284 0.3941 -3.6416
H -2.2036 -0.0745 -4.9670
H 2.8704 -1.4723 -2.6271
H 2.4942 -1.1952 -0.8901
H 3.9425 0.2805 -4.0695
H 1.9124 0.8913 -6.2672
H 2.1565 -0.6918 -5.5076
H 3.4441 0.0322 -6.4912
H 3.0699 2.9421 -5.2746
H 4.6484 2.1794 -5.5304
H 4.1824 2.7348 -3.9115
H 4.2579 0.0573 -0.1467
H 5.6402 2.6864 -0.8545
H 6.1673 1.0752 -1.3812
H 6.2244 1.5131 0.3343
H 3.3972 2.9455 0.3596
H 4.0372 1.8571 1.6010
H 2.4919 1.5023 0.8368
H 0.9155 -5.1032 -1.2067
H 2.4564 -3.6438 -3.4075
H 1.0577 -4.7026 -3.6264
H 2.5871 -5.3580 -3.0205
H 3.3951 -3.3367 -1.0330
H 3.1521 -4.9648 -0.4074
H 2.2982 -3.6030 0.3357
C -1.8483 5.5769 3.6453
Si -1.4769 6.0228 1.8541
C -2.9685 5.5781 0.7977
C -1.2573 7.9000 1.7717
Si 0.3843 4.7743 1.1260
Te -0.4628 2.5053 1.7443
Si 2.2557 5.4386 2.4138
C 1.9047 7.0996 3.2367
C 3.8229 5.7286 1.3951
C 2.6221 4.1649 3.7544
Si 0.6647 5.1986 -1.1655
C -0.7064 4.3690 -2.1446
C 2.3132 4.6099 -1.8712
C 0.6021 7.0620 -1.4539
H -2.6868 6.1757 4.0136
H -0.9901 5.7668 4.2935
H -2.1114 4.5224 3.7376
H -3.8792 5.9727 1.2573
H -3.0703 4.4962 0.6995
H -2.8872 6.0098 -0.2032
H -2.2415 8.3765 1.7370
H -0.6990 8.2281 0.8934
H -0.7403 8.2749 2.6558
H 1.6624 7.8704 2.5028
H 2.7897 7.4273 3.7900
H 1.0739 7.0360 3.9417
H 3.6238 6.3298 0.5059
H 4.2955 4.7977 1.0784
H 4.5469 6.2757 2.0066
H 1.7901 3.4699 3.8807
H 2.8150 4.6557 4.7115
H 3.5056 3.5745 3.4999
H -0.6874 3.2931 -1.9607
H -0.5703 4.5398 -3.2166
H -1.6914 4.7434 -1.8594
H 2.4206 3.5340 -1.7531
H 3.1697 5.0974 -1.4031
H 2.3393 4.8395 -2.9415
H -0.3954 7.4619 -1.2590
H 0.8554 7.2894 -2.4934
H 1.3085 7.5961 -0.8135
```

Properties
Kohn-Sham gap (spin up / spin down), eV: 6.644 / 6.648
2S+1: 3
Charge: 0
⟨S²⟩: 2.01
Energy above the lowest of the compared OMol25 structures with the same formula, charge and spin, kcal/mol: 2.20
DFT total energy, eV: -146964.011

Here are the Mulliken charges for atoms 1 to 6, given in e: Ni 1.129; C -1.470; C 0.826; O -0.527; C 1.021; C -0.847

Which of these has the lowest 2S+1? C30H64NO7S

The lowest 2S+1 belongs to which entry? C30H64NO7S

Which of these has the highest 2S+1? C30H64NiO8P2Si4Te

The lowest 2S+1 belongs to which entry? C30H64NO7S